1.
Here is C19H27AsBrN7O7SSn as an isolated structure at a distorted geometry from OMol25. Energies are from the ωB97M-V functional and the def2-TZVPD basis.

Results
HOMO level (alpha / beta) in eV: -8.035 / -7.908
HOMO-LUMO gap (alpha / beta) in eV: 6.5 / 7.0
Net charge: 0
Maximum force in eV Å⁻¹: 1.22

XYZ file:
```
64
Properties=species:S:1:pos:R:3:forces:R:3
Sn 0.114 0.524 0.056 0.642 -0.371 -0.008
O 2.716 -1.447 2.945 -0.081 0.045 -0.113
As 3.169 -0.730 1.365 0.392 -0.567 0.072
O 1.902 -1.674 0.338 0.171 0.395 0.060
O 2.223 0.654 1.369 -0.920 0.532 -0.341
C 1.787 -3.003 0.215 0.063 -0.400 -0.011
C 2.815 -3.900 0.514 -0.076 0.288 0.021
C 2.602 -5.263 0.393 -0.034 -0.060 -0.014
C 1.379 -5.761 -0.037 -0.015 -0.044 0.005
C 0.359 -4.879 -0.362 0.016 -0.038 -0.017
C 0.566 -3.519 -0.236 -0.036 0.395 0.089
S -0.729 -2.355 -0.556 -0.496 -0.587 -0.313
O -0.194 -1.418 -1.561 0.180 0.290 0.048
O -1.884 -3.086 -1.008 0.143 -0.118 0.078
O -0.933 -1.639 0.721 0.045 0.332 0.039
H 1.814 -1.159 3.147 0.083 -0.118 0.054
H 3.760 -3.504 0.863 0.044 -0.120 0.008
H 3.399 -5.951 0.646 0.020 0.023 0.013
H 1.213 -6.828 -0.096 0.030 -0.006 -0.062
H -0.606 -5.226 -0.707 -0.012 0.004 0.033
Br -2.575 -0.344 -3.580 0.176 -0.194 -0.023
C -3.174 0.935 -2.331 -0.121 0.520 0.380
C -4.320 1.642 -2.678 0.076 -0.074 -0.024
C -4.787 2.595 -1.793 -0.023 -0.040 -0.040
C -4.110 2.790 -0.602 -0.004 0.074 0.108
C -2.977 2.039 -0.354 0.137 -0.078 -0.143
N -2.496 1.128 -1.210 -0.268 -0.179 -0.412
H -4.808 1.444 -3.620 -0.038 0.011 0.005
H -5.668 3.174 -2.037 -0.019 -0.002 0.019
H -4.444 3.522 0.119 0.013 -0.005 0.022
H -2.399 2.155 0.552 -0.087 0.143 0.022
N 0.713 -0.732 -4.804 -0.111 -0.020 0.103
C 1.866 -1.268 -4.353 -0.140 0.387 -0.148
N 2.410 -2.284 -5.047 -0.103 -0.034 0.005
N 2.547 -0.782 -3.352 0.619 -0.582 0.179
C 2.122 0.167 -2.581 -0.172 0.454 -0.031
N 1.849 1.051 -1.873 -0.125 -0.125 -0.053
H 0.103 -1.273 -5.393 0.040 -0.039 0.005
H 0.237 -0.099 -4.178 -0.062 -0.064 0.043
H 1.897 -2.744 -5.775 0.022 -0.041 -0.001
H 3.230 -2.724 -4.670 -0.012 0.005 0.042
C 1.170 4.984 -1.017 0.007 -0.138 0.006
C 1.138 3.739 -0.162 -0.212 0.361 -0.001
N 2.302 3.349 0.367 -0.122 -0.319 0.151
O 0.064 3.155 0.041 0.418 -0.073 0.009
H 1.996 5.642 -0.752 0.008 0.015 -0.023
H 0.225 5.511 -0.916 0.001 -0.006 -0.006
H 1.285 4.674 -2.057 -0.007 0.018 -0.016
H 3.159 3.763 0.049 -0.026 0.070 -0.030
H 2.358 2.425 0.811 0.074 0.013 -0.024
C -1.272 -0.554 3.830 0.018 0.148 -0.361
C -1.037 0.952 3.515 0.128 -0.285 1.179
C 0.347 1.394 4.059 -0.048 0.038 -0.375
C -2.135 1.797 4.223 0.016 0.005 -0.328
N -1.142 1.154 2.160 -0.255 0.268 -0.205
H -1.087 -0.740 4.887 0.006 0.032 0.019
H -0.613 -1.165 3.213 0.010 -0.089 0.079
H -2.296 -0.827 3.580 0.006 -0.055 0.013
H 0.440 1.097 5.103 -0.040 0.004 0.024
H 0.442 2.476 3.979 0.037 0.015 0.027
H 1.143 0.947 3.467 0.049 0.007 0.057
H -2.067 1.648 5.300 0.025 -0.038 0.008
H -3.123 1.498 3.875 -0.025 -0.008 0.047
H -1.984 2.852 3.995 -0.026 0.025 0.055
```
Positions in Å, forces in eV/Å.

2.
Here is a single C8H10N2O2 molecule at a distorted geometry from OMol25. Energies are from the ωB97M-V functional and the def2-TZVPD basis.

Results
HOMO level in eV: -10.456
HOMO-LUMO gap in eV: 10.8
Net charge: 0
Structure (SMILES): CCC1=C(CC)C1(C#N)[N+](=O)[O-]
Maximum force in eV Å⁻¹: 3.14

XYZ file:
```
22
Properties=species:S:1:pos:R:3:forces:R:3
C -1.720 -2.531 -1.080 -0.044 -0.129 1.518
C -0.306 -1.954 -1.107 -0.426 -1.191 1.915
C -0.086 -0.742 -0.208 0.943 -0.040 -1.357
C -0.265 0.331 0.506 0.624 -0.373 -0.311
C -0.922 1.497 1.155 -0.155 -2.326 -0.511
C -0.129 2.720 0.972 1.655 -0.232 -2.115
C 1.164 -0.039 0.250 -0.375 0.403 -0.166
C 2.097 -0.527 1.253 -0.488 0.374 -1.173
N 2.916 -0.866 1.974 0.371 -0.308 0.706
N 1.931 0.830 -0.831 -1.010 -1.204 0.928
O 3.034 0.422 -1.121 -0.409 0.893 -0.237
O 1.288 1.759 -1.289 1.108 -0.701 -0.334
H -2.204 -2.612 -0.092 0.606 -0.133 -0.136
H -1.673 -3.495 -1.531 -0.057 -0.910 -0.171
H -2.420 -1.993 -1.646 -0.784 1.140 -1.034
H -0.116 -1.942 -2.182 0.868 1.060 0.287
H 0.356 -2.754 -0.648 -0.458 0.953 -0.683
H -1.922 1.579 0.751 -0.318 0.239 -0.217
H -1.054 1.289 2.190 -0.035 -0.405 1.061
H 0.948 2.674 1.318 -1.404 0.066 -0.343
H -0.712 3.390 1.475 -0.789 2.611 1.564
H -0.207 2.964 -0.107 0.578 0.211 0.807
```
Positions in Å, forces in eV/Å.

3.
Here is C42H52F5GeInN4O3SSe2 as an isolated structure from OMol25. Energies are from the ωB97M-V functional and the def2-TZVPD basis.

Results
HOMO level in eV: -7.798
HOMO-LUMO gap in eV: 7.4
Net charge: 0
Maximum force in eV Å⁻¹: 0.15

XYZ file:
```
111
Properties=species:S:1:pos:R:3:forces:R:3
In 0.015 0.652 1.593 0.057 -0.131 -0.059
N 2.674 -0.195 5.163 0.009 -0.012 0.004
C 2.361 0.048 3.864 -0.011 -0.004 -0.014
S 1.299 1.420 3.612 -0.102 0.020 0.083
N 2.921 -0.717 2.974 -0.002 0.006 -0.024
N 2.593 -0.374 1.695 0.027 0.147 0.005
C 3.343 -0.822 0.761 -0.050 -0.013 -0.006
C 4.526 -1.693 0.995 -0.002 -0.004 0.005
C 4.359 -2.961 1.544 0.013 -0.014 0.002
C 5.457 -3.780 1.753 -0.001 -0.004 -0.001
C 6.732 -3.336 1.430 0.000 -0.001 -0.004
C 6.906 -2.069 0.893 -0.004 0.004 -0.002
C 5.805 -1.253 0.671 0.005 0.000 -0.001
C 2.972 -0.438 -0.628 0.005 -0.003 0.018
C 3.647 -0.965 -1.726 0.006 -0.020 -0.024
C 3.248 -0.597 -3.002 0.010 -0.012 0.011
C 2.188 0.279 -3.147 -0.013 0.006 -0.004
C 1.569 0.744 -1.994 -0.012 -0.017 0.007
N 1.942 0.404 -0.769 0.007 -0.032 0.000
H 2.061 0.170 5.870 0.004 0.007 0.000
H 3.171 -1.051 5.352 0.002 0.003 -0.003
H 3.366 -3.293 1.817 -0.002 0.006 -0.003
H 5.318 -4.766 2.177 0.001 0.001 0.000
H 7.589 -3.975 1.599 0.000 0.001 0.000
H 7.898 -1.713 0.646 0.001 -0.001 -0.001
H 5.939 -0.263 0.249 0.000 -0.003 0.001
H 4.460 -1.661 -1.580 -0.002 0.007 -0.007
H 3.758 -0.997 -3.868 0.000 0.000 0.002
H 1.834 0.593 -4.119 0.000 -0.003 0.003
H 0.725 1.423 -2.057 -0.002 0.000 0.002
O -6.664 -0.150 -3.955 -0.002 -0.003 -0.013
C -5.515 -0.746 -4.530 0.000 -0.018 0.009
C -4.304 -0.561 -3.607 0.016 0.007 -0.009
C -4.454 -1.375 -2.305 -0.017 0.010 0.023
O -5.248 -0.769 -1.309 -0.012 0.018 -0.019
C -4.128 0.928 -3.336 -0.030 0.054 0.007
Se -2.535 1.201 -2.246 0.064 -0.025 0.021
C -3.076 -1.102 -4.343 0.017 -0.003 0.002
Se -1.405 -0.327 -3.639 -0.004 -0.033 0.022
H -7.424 -0.722 -4.081 0.000 -0.002 0.011
H -5.302 -0.277 -5.499 -0.004 0.013 0.003
H -5.667 -1.816 -4.703 0.005 -0.001 -0.013
H -3.455 -1.597 -1.916 0.006 -0.009 -0.007
H -4.924 -2.331 -2.553 -0.004 -0.001 0.005
H -4.675 -0.217 -0.764 0.010 -0.006 0.008
H -4.978 1.328 -2.786 0.003 -0.016 0.015
H -4.005 1.479 -4.268 -0.023 0.012 0.002
H -3.111 -0.862 -5.405 0.002 0.016 0.000
H -3.003 -2.184 -4.226 -0.006 -0.003 -0.023
C 2.548 8.441 -1.608 -0.005 0.001 0.001
C 2.196 7.110 -1.009 0.002 0.001 0.001
C 2.851 6.642 0.124 0.006 0.002 0.001
C 2.517 5.430 0.705 0.004 0.002 0.002
C 3.268 4.990 1.939 -0.006 0.003 -0.001
C 1.496 4.652 0.118 -0.012 -0.004 -0.024
C 1.183 3.393 0.771 0.046 -0.037 -0.010
O 0.429 2.521 0.342 -0.035 0.047 0.034
C 0.820 5.108 -1.036 0.013 0.003 -0.004
C -0.279 4.334 -1.704 0.006 0.006 0.002
C 1.188 6.333 -1.569 -0.002 0.002 0.006
H 3.505 8.804 -1.235 -0.001 0.000 -0.001
H 1.787 9.182 -1.357 0.001 -0.001 0.000
H 2.599 8.380 -2.695 -0.001 0.000 0.001
H 3.641 7.238 0.565 -0.001 0.001 -0.002
H 4.035 5.723 2.182 -0.001 0.002 0.000
H 3.759 4.026 1.801 0.002 0.001 0.000
H 2.610 4.898 2.805 0.003 -0.004 -0.001
H 1.676 3.212 1.732 0.007 -0.011 -0.001
H -1.045 4.024 -0.998 0.002 -0.001 -0.006
H 0.108 3.424 -2.163 -0.003 0.000 0.003
H -0.737 4.938 -2.486 0.001 -0.001 0.000
H 0.670 6.694 -2.450 0.001 0.001 0.001
C 1.022 -6.341 0.132 -0.001 -0.004 -0.011
C 1.109 -4.824 0.233 0.003 0.013 -0.003
C 0.172 -4.115 -0.739 0.015 0.003 0.010
C 0.225 -2.588 -0.623 -0.004 -0.013 0.006
Ge -0.579 -1.798 0.995 0.009 0.029 -0.014
C -2.555 -1.827 0.871 -0.018 0.006 0.032
C -3.306 -3.111 0.495 -0.002 -0.006 0.004
C -3.578 -4.074 1.649 0.012 -0.002 0.000
C -2.339 -4.726 2.255 -0.009 0.004 -0.001
H 1.706 -6.831 0.825 0.000 0.002 0.000
H 1.267 -6.681 -0.877 -0.001 0.001 0.000
H 0.011 -6.689 0.360 0.003 -0.002 0.000
H 2.135 -4.497 0.031 0.001 -0.002 0.006
H 0.881 -4.508 1.255 -0.005 -0.008 0.002
H -0.845 -4.487 -0.589 -0.001 0.010 0.007
H 0.449 -4.406 -1.760 -0.003 -0.003 0.000
H -0.272 -2.117 -1.475 -0.015 -0.004 -0.003
H 1.268 -2.273 -0.667 0.015 0.019 -0.014
H -0.089 -2.570 2.241 0.014 -0.018 -0.004
H -2.763 -1.055 0.122 0.022 0.011 -0.001
H -2.947 -1.434 1.814 -0.009 -0.006 -0.002
H -2.780 -3.644 -0.304 -0.007 0.006 -0.008
H -4.275 -2.822 0.075 0.003 -0.004 0.007
H -4.252 -4.855 1.287 0.004 -0.003 -0.001
H -4.126 -3.538 2.432 -0.001 0.002 -0.002
H -1.720 -5.186 1.480 0.001 -0.004 0.004
H -2.617 -5.507 2.964 0.001 0.003 0.001
H -1.721 -4.003 2.785 0.002 0.001 -0.001
F -2.204 3.437 0.893 -0.014 -0.002 0.006
C -2.642 2.673 1.923 0.043 0.009 -0.021
C -1.911 1.586 2.348 -0.018 -0.008 -0.035
C -2.470 0.885 3.397 0.002 0.015 0.001
F -1.837 -0.217 3.871 0.004 0.011 -0.002
C -3.664 1.222 4.009 -0.005 -0.001 -0.006
F -4.157 0.506 5.025 -0.008 -0.002 -0.003
C -4.357 2.327 3.546 -0.007 -0.001 0.003
F -5.513 2.681 4.111 0.004 -0.002 0.004
C -3.844 3.061 2.492 -0.017 -0.001 0.005
F -4.513 4.130 2.043 0.000 -0.005 -0.001
```
Positions in Å, forces in eV/Å.

4.
Here is a single C5H6O molecule from OMol25. Energies are from the ωB97M-V functional and the def2-TZVPD basis.

Results
HOMO level in eV: -9.826
HOMO-LUMO gap in eV: 10.4
Net charge: 0
Structure (SMILES): C=C=C(C)C=O
Maximum force in eV Å⁻¹: 0.45

XYZ file:
```
12
Properties=species:S:1:pos:R:3:forces:R:3
C -1.128 1.543 1.317 0.093 -0.105 -0.092
C -0.459 0.694 0.589 -0.074 0.015 -0.004
C 0.122 -0.180 -0.203 -0.066 0.098 0.084
C 1.460 -0.835 0.013 0.062 -0.018 0.063
C -0.656 -0.569 -1.408 0.046 -0.216 -0.196
O -0.317 -1.455 -2.159 -0.094 0.361 0.247
H -1.011 2.616 1.188 0.031 -0.149 0.002
H -1.825 1.198 2.077 0.122 0.023 -0.090
H 1.855 -0.628 1.010 -0.087 -0.004 -0.141
H 2.180 -0.480 -0.732 -0.123 -0.051 0.093
H 1.365 -1.916 -0.124 0.006 0.152 0.028
H -1.588 0.010 -1.569 0.085 -0.107 0.006
```
Positions in Å, forces in eV/Å.

In eV, the energy relative to the best compared isomer or geometry (same formula, charge and spin) values for the records above are, in order, 1.472 6.567 1.836 1.427.